{"formula": "C44H50Cl2N10O4S2SbSe4Y", "method": "the ωB97M-V functional and the def2-TZVPD basis", "e_above_lowest_ev": 4.735, "fmax_ev_per_a": 8.05, "charge": -2, "lumo_energy_ev": 3.21, "energy_ha": -14156.4146, "molar_mass_g_mol": 1444.5, "multiplicity": 1, "species": ["Y", "C", "O", "C", "N", "C", "C", "C", "C", "C", "C", "C", "C", "C", "C", "C", "C", "N", "C", "N", "C", "C", "O", "C", "C", "C", "C", "C", "C", "H", "H", "H", "H", "H", "H", "H", "H", "H", "H", "H", "H", "H", "H", "H", "H", "H", "H", "H", "N", "C", "H", "Se", "Sb", "Se", "Se", "Se", "O", "S", "N", "C", "C", "C", "C", "C", "O", "C", "C", "C", "C", "C", "C", "Cl", "C", "C", "C", "N", "C", "N", "C", "N", "H", "H", "H", "H", "H", "H", "H", "H", "H", "H", "H", "H", "H", "H", "H", "H", "H", "H", "H", "H", "H", "H", "S", "C", "N", "C", "C", "C", "N", "H", "H", "H", "H", "H", "H", "H", "H", "Cl"], "xyz": [[-2.830598, 0.954335, 1.033125], [-3.317398, 2.244935, -3.506775], [-2.894998, 3.270835, -2.624675], [-2.602298, 2.661635, -1.449175], [-2.780398, 1.404435, -1.382775], [-3.240898, 0.943035, -2.669775], [-2.370098, -0.140165, -3.272075], [-1.499698, -0.908365, -2.509575], [-0.748798, -1.915765, -3.089675], [-0.862098, -2.175265, -4.443075], [-1.751998, -1.438765, -5.205775], [-2.502398, -0.431465, -4.626075], [-2.058598, 3.470235, -0.387075], [-1.753398, 4.814435, -0.545275], [-1.191798, 5.484735, 0.535725], [-0.950898, 4.809635, 1.713425], [-1.280498, 3.453535, 1.765125], [-1.862498, 2.819635, 0.756425], [-1.254598, 2.686235, 2.995925], [-1.720198, 1.499635, 3.056125], [-1.901398, 1.176035, 4.463625], [-1.172898, 2.329635, 5.175425], [-0.978898, 3.303935, 4.150825], [-1.426198, -0.204365, 4.800325], [-0.322098, -0.743065, 4.151125], [0.048302, -2.053565, 4.395925], [-0.687398, -2.835865, 5.270025], [-1.782098, -2.296465, 5.923725], [-2.149698, -0.982565, 5.691025], [-4.333798, 2.471735, -3.846375], [-2.636798, 2.223835, -4.363975], [-4.247298, 0.517135, -2.522275], [-1.410998, -0.734065, -1.448875], [-0.083498, -2.503365, -2.473075], [-0.270098, -2.956165, -4.898775], [-1.872098, -1.643165, -6.260675], [-3.192898, 0.136435, -5.240075], [-1.955298, 5.303535, -1.487275], [-0.958198, 6.536635, 0.452025], [-0.519898, 5.279935, 2.582325], [-2.989098, 1.237735, 4.650325], [-1.758898, 2.783635, 5.976925], [-0.192498, 2.011635, 5.549325], [0.227002, -0.140865, 3.436625], [0.888602, -2.482065, 3.867025], [-0.444898, -3.879165, 5.403225], [-2.403898, -2.916565, 6.552025], [-3.036898, -0.585065, 6.163125], [-0.997798, -2.181265, 1.087725], [-1.192598, -1.064265, 0.825125], [-1.126098, -3.110265, 1.500225], [-5.074298, -3.092365, 5.325625], [-4.272398, -2.916165, 3.036925], [-3.754598, -0.708765, 2.213825], [-5.912298, -4.293765, 1.816125], [-2.473698, -4.606865, 2.820825], [-4.866698, 1.369135, 0.355125], [-5.197998, 1.465635, 1.852125], [-4.241098, 2.291935, 2.599625], [4.574902, 2.615335, -2.709275], [4.657702, 2.494435, -1.182575], [3.659102, 3.457135, -0.539675], [6.070202, 2.947835, -0.770275], [4.428102, 1.002835, -0.742875], [5.568002, 0.237135, -1.129075], [4.174602, 0.904235, 0.775125], [4.144802, -0.519665, 1.363425], [5.425002, -1.273465, 1.150225], [5.466102, -2.433765, 0.386925], [6.661202, -3.085365, 0.139725], [7.832802, -2.575065, 0.668125], [9.339002, -3.369665, 0.347325], [7.818602, -1.439965, 1.459025], [6.615302, -0.802965, 1.699325], [3.301402, 0.287835, -1.527175], [1.995902, 0.860735, -1.441375], [1.039102, 0.706735, -0.516975], [-0.046898, 1.346735, -0.880375], [0.293002, 1.904235, -2.054075], [1.516802, 1.629735, -2.432675], [4.933402, 3.595835, -3.015675], [3.550302, 2.507035, -3.050075], [5.196002, 1.858435, -3.184775], [3.800702, 4.451635, -0.959575], [3.796202, 3.517735, 0.535925], [2.632902, 3.162535, -0.720375], [6.175902, 4.010835, -0.980275], [6.837002, 2.418635, -1.334175], [6.251102, 2.804435, 0.293225], [6.289302, 0.448335, -0.526875], [3.223002, 1.383535, 1.014525], [4.954202, 1.467335, 1.294625], [3.307302, -1.090965, 0.960825], [3.966302, -0.412065, 2.437025], [4.554402, -2.829765, -0.035375], [6.682502, -3.979265, -0.462975], [8.736602, -1.057465, 1.877825], [6.605802, 0.082435, 2.319325], [3.263202, -0.742365, -1.167175], [3.575202, 0.263435, -2.582475], [1.149202, 0.141635, 0.382025], [-0.353898, 2.523535, -2.645975], [-4.215098, -1.307765, -0.824975], [-4.503298, -2.642665, -1.800275], [-4.718098, -2.465965, -3.124075], [-5.102198, -3.518065, -4.032875], [-5.761198, -4.644765, -3.237775], [-4.832298, -5.026065, -2.085075], [-4.531398, -3.859965, -1.295675], [-4.533698, -1.553065, -3.501775], [-4.220898, -3.892465, -4.576675], [-5.797198, -3.099965, -4.771375], [-5.956498, -5.506165, -3.879075], [-6.703998, -4.293665, -2.815675], [-3.896398, -5.436265, -2.487675], [-5.299998, -5.750765, -1.415875], [-4.602598, -3.959765, -0.276575], [1.161102, 2.520935, 1.922125]], "atomic_forces_ev_per_a": [[3.2, 0.5, -3.8], [-0.1, -0.5, -0.6], [0.3, 0.7, 0.5], [-0.6, -0.8, -1.1], [0.4, 0.9, 0.1], [-0.6, -0.1, -0.6], [0.0, 0.1, -0.1], [0.0, 0.1, 0.2], [0.0, 0.1, 0.0], [0.0, -0.1, -0.2], [0.0, -0.1, -0.3], [0.0, 0.2, 0.1], [0.4, 1.3, 0.2], [-0.1, -0.5, -0.2], [0.0, 0.0, 0.4], [-0.2, 0.1, -0.3], [-0.2, 0.7, -0.3], [1.9, 3.7, -0.1], [-0.4, -0.9, 1.1], [0.7, 1.0, -0.1], [-0.6, -0.2, 0.3], [0.1, -0.5, 0.4], [0.0, 0.8, -0.5], [-0.1, 0.0, 0.0], [0.2, 0.0, 0.1], [0.1, 0.1, 0.0], [0.0, 0.0, 0.2], [0.1, -0.1, 0.2], [0.2, 0.1, 0.0], [0.2, 0.0, 0.1], [-0.1, 0.0, 0.1], [0.3, 0.1, 0.0], [-0.1, 0.1, -0.1], [0.0, 0.0, 0.1], [0.0, -0.1, -0.1], [0.0, -0.1, -0.1], [0.0, 0.0, 0.0], [0.0, 0.0, 0.0], [0.0, 0.1, 0.0], [0.1, 0.0, 0.0], [0.3, -0.1, -0.1], [0.1, -0.1, -0.1], [-0.1, 0.1, -0.1], [0.0, 0.1, -0.1], [0.1, 0.0, -0.1], [0.0, -0.1, 0.0], [0.0, 0.0, 0.0], [-0.1, 0.0, 0.0], [0.6, 1.3, -0.7], [0.2, -1.1, 0.4], [-0.5, -0.7, 0.5], [-0.2, 0.6, 0.3], [-0.9, -3.1, 0.8], [-2.5, -5.9, 4.9], [-0.4, 0.5, -0.7], [1.0, 0.5, -0.4], [-0.8, 0.7, -0.2], [-2.8, 1.2, 0.7], [-0.3, 0.7, -0.3], [0.0, -0.1, 0.2], [0.1, 0.1, -0.1], [0.1, -0.2, 0.0], [-0.2, -0.2, 0.0], [-0.3, 0.3, 0.2], [0.1, -0.1, -0.3], [0.0, -0.2, -0.3], [0.1, 0.3, 0.0], [0.0, -0.2, 0.2], [0.1, 0.0, 0.1], [0.0, 0.0, 0.0], [-0.2, 0.1, 0.1], [0.3, -0.2, -0.1], [0.1, 0.0, 0.0], [-0.1, -0.1, 0.0], [0.9, -0.2, 0.0], [-0.6, 0.1, 0.1], [-0.1, 0.0, -0.2], [-0.1, -0.1, 0.4], [0.4, -0.2, 0.2], [0.3, 0.4, -0.9], [0.1, 0.2, 0.0], [0.0, 0.0, -0.1], [0.1, -0.1, -0.1], [0.0, 0.1, -0.1], [-0.1, 0.0, 0.1], [-0.2, 0.0, 0.0], [0.0, 0.1, 0.0], [0.1, 0.0, 0.0], [0.1, 0.0, 0.2], [0.0, -0.1, 0.0], [0.0, 0.1, 0.1], [0.0, 0.1, 0.0], [0.0, 0.0, 0.0], [-0.1, 0.0, 0.0], [-0.1, 0.0, 0.0], [0.0, -0.1, -0.1], [0.1, 0.0, 0.0], [0.0, 0.1, 0.1], [0.0, 0.1, -0.1], [0.0, -0.1, 0.1], [0.1, -0.2, 0.3], [-0.1, 0.1, -0.2], [-0.7, -0.5, -0.2], [0.4, 0.8, 0.2], [-0.2, -0.3, -0.3], [-0.1, -0.3, -0.2], [0.3, 0.1, 0.1], [-0.1, -0.1, -0.3], [-0.1, -0.4, -0.1], [0.0, -0.1, 0.3], [-0.1, -0.1, 0.0], [0.1, -0.1, 0.0], [0.0, 0.0, 0.0], [-0.1, 0.0, 0.0], [-0.1, -0.2, 0.0], [0.1, 0.0, -0.1], [-0.1, 0.1, 0.3], [1.0, 0.0, 0.1]]}



{"formula": "C44H59BrClN5O7SeV", "method": "the ωB97M-V functional and the def2-TZVPD basis", "e_above_lowest_ev": 0.571, "fmax_ev_per_a": 2.32, "charge": -2, "lumo_energy_ev": [3.69, 3.69], "energy_ha": -8892.1157, "molar_mass_g_mol": 1015.2, "multiplicity": 4, "species": ["V", "C", "C", "C", "C", "C", "C", "C", "Se", "C", "C", "C", "C", "C", "C", "O", "C", "C", "C", "C", "C", "C", "C", "C", "C", "O", "C", "C", "C", "C", "C", "C", "H", "H", "H", "H", "H", "H", "H", "H", "H", "H", "H", "H", "H", "H", "H", "H", "H", "H", "H", "H", "H", "H", "H", "H", "H", "H", "H", "H", "H", "H", "H", "H", "H", "H", "H", "H", "H", "H", "H", "H", "O", "Cl", "O", "O", "O", "Br", "C", "N", "C", "C", "C", "N", "C", "C", "O", "H", "H", "H", "H", "H", "H", "H", "H", "H", "H", "H", "H", "N", "C", "C", "C", "C", "C", "C", "C", "N", "C", "C", "N", "C", "H", "H", "H", "H", "H", "H", "H"], "xyz": [[-0.699625, -1.405645, -0.262761], [-0.999489, 6.221012, 0.402893], [-2.325737, 5.451339, 0.472143], [-3.132095, 5.998239, 1.649808], [-3.123978, 5.703726, -0.815553], [-2.053028, 3.948827, 0.607234], [-1.277216, 3.286672, -0.348162], [-1.092464, 1.925139, -0.261737], [0.139416, 0.950353, -1.357682], [1.620580, 1.090463, -0.155410], [2.524541, 2.101290, -0.400597], [3.644044, 2.266019, 0.407275], [3.799252, 1.326123, 1.415967], [2.924381, 0.270323, 1.678348], [1.732141, 0.145868, 0.904776], [0.787937, -0.729324, 1.145526], [3.377068, -0.691305, 2.797275], [3.489621, 0.076804, 4.122970], [2.446125, -1.874007, 3.034798], [4.750650, -1.277747, 2.425253], [4.622786, 3.411292, 0.153309], [5.792979, 3.392919, 1.136555], [5.190355, 3.304554, -1.269128], [3.895517, 4.757629, 0.301266], [-1.702569, 1.141552, 0.728678], [-1.700556, -0.184729, 0.571838], [-2.330395, 1.797889, 1.790781], [-2.527292, 3.179237, 1.661187], [-2.797930, 1.108077, 3.085220], [-2.238467, -0.309445, 3.262974], [-2.305571, 1.934181, 4.287086], [-4.330071, 1.041220, 3.105324], [-1.185186, 7.299015, 0.336507], [-0.411430, 5.927293, -0.469333], [-0.395824, 6.025340, 1.293180], [-3.313764, 7.066789, 1.503256], [-2.595009, 5.872438, 2.594298], [-4.100886, 5.499428, 1.735964], [-3.338010, 6.771976, -0.936104], [-4.071240, 5.159001, -0.789800], [-2.570763, 5.363944, -1.693989], [-0.791024, 3.828571, -1.154139], [2.341080, 2.763877, -1.240413], [4.674632, 1.403113, 2.049754], [2.520339, 0.505004, 4.394822], [4.215045, 0.892927, 4.064112], [3.805077, -0.600256, 4.925936], [1.477814, -1.542467, 3.402540], [2.903264, -2.529385, 3.786688], [2.279309, -2.445056, 2.121716], [5.519171, -0.506782, 2.332309], [4.685418, -1.807514, 1.471219], [5.075292, -1.987593, 3.195439], [6.366993, 2.465646, 1.055857], [5.448962, 3.497062, 2.169482], [6.466395, 4.227796, 0.918662], [5.707740, 2.351312, -1.403771], [5.898282, 4.118944, -1.463323], [4.397598, 3.357722, -2.018550], [3.509117, 4.872396, 1.318117], [3.049150, 4.825765, -0.385944], [4.576397, 5.591540, 0.091107], [-3.073871, 3.673609, 2.455047], [-1.153761, -0.327978, 3.126357], [-2.671113, -1.017655, 2.558861], [-2.467387, -0.646301, 4.280829], [-1.216047, 2.023457, 4.261592], [-2.589638, 1.433365, 5.217225], [-2.727260, 2.942423, 4.307380], [-4.689870, 0.433484, 2.271486], [-4.775202, 2.037906, 3.023719], [-4.677724, 0.584195, 4.038605], [3.364564, -1.597117, -3.104316], [2.391398, -2.387615, -2.390802], [3.049880, -3.330533, -1.516736], [1.570068, -1.467436, -1.578603], [1.529447, -3.088465, -3.318190], [-2.811214, -2.928178, 0.613889], [-0.330411, -3.598482, 2.752023], [-0.268953, -4.703915, 1.813636], [-0.877566, -5.932097, 2.279591], [-0.216732, -7.112554, 1.603699], [-0.386644, -6.943375, 0.112435], [0.012358, -5.615496, -0.313630], [0.477454, -5.515687, -1.689204], [-0.013317, -4.508718, 0.487559], [0.262494, -3.403714, -0.005138], [0.340766, -3.810100, 3.588868], [-1.349771, -3.469997, 3.116677], [-0.014268, -2.678421, 2.281695], [-1.956204, -5.916004, 2.073534], [-0.747043, -5.977542, 3.361105], [-0.651350, -8.056039, 1.935817], [0.847297, -7.108871, 1.851599], [-1.432239, -7.125015, -0.165562], [0.222793, -7.666906, -0.432989], [1.417164, -6.062093, -1.807505], [0.651685, -4.483481, -1.965823], [-0.270462, -5.943123, -2.364762], [-4.210305, 0.509197, -10.276536], [-3.848636, 0.095788, -9.250231], [-3.406692, -0.407631, -8.006386], [-3.569751, -1.790648, -7.656698], [-3.150867, -2.271518, -6.449185], [-2.538827, -1.419914, -5.494102], [-2.358962, -0.046771, -5.830972], [-2.775826, 0.438189, -7.036229], [-2.156044, -1.910753, -4.223810], [-2.270546, -3.220704, -3.772152], [-1.847220, -3.235049, -2.485188], [-1.461578, -1.974344, -2.112557], [-1.663902, -1.202356, -3.195774], [-4.034299, -2.462562, -8.368111], [-3.296249, -3.322300, -6.234484], [-1.872992, 0.629985, -5.138682], [-2.623990, 1.485125, -7.271918], [-2.624640, -4.019599, -4.395212], [-1.837003, -4.054540, -1.793949], [-1.465836, -0.151522, -3.250846]], "atomic_forces_ev_per_a": [[1.7, -1.2, 0.4], [0.0, 0.0, 0.0], [0.0, -0.1, 0.0], [0.0, 0.0, 0.0], [0.0, 0.0, 0.0], [0.0, 0.0, -0.1], [0.1, 0.1, 0.0], [0.1, 0.0, -0.1], [0.0, 0.1, 0.0], [0.0, 0.0, 0.0], [0.0, 0.0, 0.0], [0.0, 0.0, 0.0], [0.0, 0.0, 0.0], [0.0, 0.0, 0.1], [-0.2, -0.1, 0.1], [0.1, -0.1, -0.6], [0.0, 0.1, -0.1], [0.0, 0.0, 0.1], [0.0, -0.1, 0.0], [0.0, 0.0, 0.0], [0.0, 0.0, 0.0], [0.0, 0.0, 0.0], [0.0, 0.0, 0.0], [0.0, 0.0, 0.0], [0.1, -0.5, -0.2], [-1.5, 1.7, 0.7], [-0.1, 0.0, 0.2], [0.1, 0.0, 0.1], [0.0, 0.0, -0.1], [0.0, 0.0, 0.0], [0.0, 0.1, 0.0], [0.0, 0.0, 0.0], [0.0, -0.1, 0.0], [0.0, 0.0, 0.1], [0.0, 0.0, 0.0], [0.0, 0.0, 0.0], [0.0, 0.0, 0.0], [0.0, 0.0, 0.0], [0.0, -0.1, 0.0], [0.0, 0.0, 0.0], [0.0, 0.0, 0.0], [0.0, 0.0, 0.0], [0.0, 0.0, 0.0], [0.0, 0.0, 0.0], [0.1, 0.0, 0.0], [0.0, 0.0, 0.0], [0.0, 0.0, 0.0], [0.0, 0.0, 0.0], [0.0, 0.0, 0.0], [0.0, 0.0, 0.0], [0.0, 0.0, 0.0], [0.0, 0.0, 0.1], [0.0, 0.0, 0.0], [0.0, 0.1, 0.0], [0.0, 0.0, 0.0], [0.0, 0.0, 0.0], [0.0, 0.0, 0.0], [0.0, 0.0, 0.0], [0.0, 0.0, 0.0], [0.0, 0.0, -0.1], [0.0, 0.0, 0.0], [0.0, -0.1, 0.0], [0.0, 0.0, -0.1], [0.0, 0.0, 0.0], [0.0, 0.0, 0.0], [0.0, 0.0, 0.0], [0.0, 0.0, 0.0], [0.0, 0.0, 0.0], [0.0, -0.1, 0.0], [0.0, 0.0, 0.0], [0.0, 0.0, 0.0], [0.0, 0.0, 0.0], [-0.2, -0.3, 0.1], [-0.2, 0.6, 0.4], [-0.1, 0.1, -0.2], [0.4, -0.6, -0.5], [0.2, 0.2, 0.1], [-0.1, -0.2, 0.1], [-0.1, -0.1, -0.1], [0.0, 0.1, 0.0], [0.0, 0.0, 0.0], [0.1, 0.1, 0.0], [0.0, 0.1, 0.0], [0.0, -0.1, -0.1], [-0.1, 0.0, 0.1], [0.1, 0.0, -0.2], [-0.1, 0.4, 0.3], [0.0, 0.0, 0.0], [-0.1, 0.0, 0.0], [0.0, 0.1, -0.1], [0.0, 0.0, 0.0], [0.0, 0.0, 0.0], [0.0, 0.0, 0.0], [0.0, -0.1, 0.0], [0.0, 0.0, 0.0], [0.0, 0.0, 0.0], [0.0, 0.0, 0.0], [-0.1, -0.1, 0.0], [0.0, 0.0, 0.0], [0.0, 0.0, 0.0], [0.1, -0.1, 0.3], [0.0, 0.0, -0.1], [0.0, 0.2, -0.1], [0.0, 0.1, 0.1], [0.0, 0.0, 0.0], [0.0, -0.1, 0.1], [-0.1, -0.1, -0.2], [-0.2, -0.1, -0.2], [0.0, 0.1, -0.1], [0.0, 0.2, 0.0], [-0.1, 0.2, -0.5], [0.1, -0.2, 0.3], [0.0, 0.0, 0.0], [0.0, 0.0, 0.0], [0.0, 0.0, 0.0], [0.0, 0.0, 0.0], [0.0, 0.1, 0.0], [0.0, 0.0, 0.1], [0.0, 0.0, 0.0]]}